Record 1
Computed, not measured: a structure of composition C10H7N2O5Re, with ωB97M-V with the def2-TZVPD basis set.

Element x y z (Å)
O (0.9991, -2.0535, 0.2063)
C (0.0281, -1.3988, 0.5437)
Re (-1.2334, -1.0793, -3.3134)
C (-0.8587, 0.2914, -2.0302)
O (-0.6753, 1.1041, -1.2026)
C (-0.6932, 0.1357, -4.7547)
O (-0.2428, 0.9786, -5.4081)
C (-2.9523, -1.5218, -2.4285)
O (-3.9719, -1.7336, -1.9086)
C (0.5563, -1.9477, -3.1028)
O (1.6305, -2.4049, -3.0545)
H (-0.9475, -1.4828, -0.0162)
N (2.3038, 0.1547, 0.6887)
C (1.3561, 0.3320, 1.6057)
C (1.4836, 1.2512, 2.6769)
C (0.3559, 1.7393, 3.2842)
C (-0.9105, 1.3460, 2.8081)
C (-1.0025, 0.4365, 1.7522)
N (0.1130, -0.2855, 1.4351)
H (2.3304, -0.6694, 0.0858)
H (3.1303, 0.7354, 0.7919)
H (2.5083, 1.6769, 2.8012)
H (0.4416, 2.5113, 4.0357)
H (-1.8379, 1.6980, 3.2813)
H (-1.9111, 0.1861, 1.2228)

Its highest occupied orbital energy (spin up / spin down) is -19.2 / -20.5 eV. Its spin multiplicity is 4. The orbital gap (spin up / spin down) is 6.2 / 5.2 eV. Its charge is +3. Its LUMO energy (spin up / spin down) is -13.037 / -15.376 eV. Its total energy is -948.01022 hartree.

***

Record 2
Computed, not measured: the ion C7H11N4 with charge +1, with ωB97M-V with the def2-TZVPD basis set.

Element x y z (Å)
C (-2.8919, 1.3035, 0.2655)
C (-1.9130, 0.2481, 0.0403)
N (-2.2774, -0.9221, -0.3900)
C (-1.3860, -1.9596, -0.5859)
N (-0.1840, -1.8806, -0.2260)
N (0.3812, -0.7656, 0.3440)
C (-0.4983, 0.4307, 0.0438)
C (0.2104, 1.5076, -0.3420)
C (1.6566, 0.9518, -0.2581)
N (1.5964, -0.4643, -0.2283)
C (2.6829, -1.1387, 0.3338)
H (-2.6894, 2.0626, 1.0329)
H (-3.8727, 0.8082, 0.2216)
H (-2.7433, 1.9958, -0.6309)
H (-1.7173, -2.6203, -1.4144)
H (0.5717, -0.8412, 1.3291)
H (-0.0765, 2.4400, -0.7557)
H (2.3268, 1.3441, -1.0592)
H (2.0274, 1.2216, 0.7393)
H (2.4077, -2.2216, 0.4026)
H (3.5352, -0.7748, -0.3203)
H (2.8534, -0.7252, 1.4581)

Its highest occupied orbital energy is -13.9 eV. Its structure (SMILES) is CC1=NC=N[N@@H+]2C1=CCN2C. The orbital gap is 9.0 eV. Its charge is +1. Its LUMO energy is -4.942 eV. Its total energy is -491.93384 hartree.

***

Record 3
Computed, not measured: an isolated molecule of C21H24N4O3S, with ωB97M-V with the def2-TZVPD basis set.

Element x y z (Å)
C (-0.8313, -3.4257, -2.2608)
C (-0.4471, -3.0338, -0.8377)
C (-1.0055, -4.0001, 0.1966)
O (-0.9850, -1.7382, -0.5372)
C (-0.2432, -0.6756, -0.8415)
O (0.8711, -0.7718, -1.3462)
C (-0.8678, 0.5978, -0.5278)
C (-0.1897, 1.7807, -0.7756)
N (1.0973, 1.8509, -1.2380)
C (1.8102, 3.0095, -1.2490)
O (1.2915, 4.0913, -1.0859)
C (3.3056, 2.7778, -1.3749)
C (3.8665, 2.6240, 0.0535)
N (3.1105, 1.6769, 0.8214)
N (2.1614, 2.0928, 1.6734)
N (1.5352, 1.1105, 2.1665)
C (2.0450, -0.0432, 1.6488)
C (1.7202, -1.3818, 1.8605)
C (2.4486, -2.3186, 1.1678)
C (3.4698, -1.9544, 0.2782)
C (3.8070, -0.6405, 0.0517)
C (3.0824, 0.3156, 0.7523)
S (-1.0766, 3.1818, -0.3514)
C (-2.4043, 2.1803, 0.1801)
C (-2.1566, 0.8532, 0.0438)
C (-3.1556, -0.1845, 0.4507)
C (-4.2474, 0.4237, 1.3299)
C (-4.7647, 1.7251, 0.7246)
C (-3.6535, 2.7747, 0.7340)
H (-0.4379, -4.4115, -2.4920)
H (-1.9140, -3.4396, -2.3640)
H (-0.4189, -2.7088, -2.9668)
H (0.6459, -2.9709, -0.7572)
H (-2.0894, -4.0357, 0.1229)
H (-0.6043, -4.9950, 0.0259)
H (-0.7351, -3.6758, 1.1981)
H (1.4989, 0.9236, -1.4155)
H (3.5016, 1.8796, -1.9613)
H (3.7758, 3.6380, -1.8489)
H (3.7849, 3.5791, 0.5777)
H (4.9142, 2.3118, 0.0172)
H (0.9292, -1.6509, 2.5419)
H (2.2351, -3.3689, 1.3053)
H (4.0019, -2.7335, -0.2470)
H (4.5924, -0.3671, -0.6364)
H (-2.6488, -0.9900, 0.9828)
H (-3.5979, -0.6211, -0.4501)
H (-5.0642, -0.2913, 1.4441)
H (-3.8390, 0.6312, 2.3208)
H (-5.6238, 2.0917, 1.2887)
H (-5.0856, 1.5430, -0.3029)
H (-3.9428, 3.6509, 0.1496)
H (-3.4720, 3.1125, 1.7594)

Its highest occupied orbital energy is -7.8 eV. Its structure (SMILES) is CC(C)OC(=O)c1c(NC(=O)CCn2nnc3ccccc32)sc2c1CCCC2. The orbital gap is 8.4 eV. Its LUMO energy is 0.581 eV. Its total energy is -1657.61424 hartree.